[1]
Density functional theory data (the ωB97M-V functional and the def2-TZVPD basis) for C22H18AsN4OPdS6 as an isolated structure at a distorted geometry.

Each line ends with the Löwdin charge.
Geometry (Å):
Pd 0.433 -1.341 0.395  0.422
C 1.628 1.852 -2.831  -0.016
C 1.669 0.835 -1.721  -0.280
N 0.616 0.571 -1.008  -0.041
N -0.535 1.226 -1.213  -0.084
C -1.501 0.986 -0.393  -1.119
S -1.486 -0.015 0.998  0.607
S -3.028 1.809 -0.687  0.866
C -2.378 3.459 -1.205  -0.400
C -1.821 4.137 0.001  -0.311
C -2.652 4.901 0.813  -0.059
C -2.175 5.451 1.989  -0.094
C -0.864 5.233 2.376  -0.100
C -0.030 4.470 1.577  -0.073
C -0.501 3.936 0.390  -0.044
C 2.901 0.154 -1.407  -0.142
C 3.872 -0.080 -2.382  -0.050
C 5.016 -0.791 -2.102  -0.093
C 5.251 -1.260 -0.807  -0.093
C 4.347 -1.024 0.191  -0.033
C 3.125 -0.331 -0.060  -0.417
O 2.293 -0.128 0.885  -0.141
H 0.826 2.565 -2.644  0.057
H 2.583 2.370 -2.891  0.082
H 1.422 1.355 -3.780  0.091
H -1.634 3.255 -1.971  0.062
H -3.235 3.987 -1.618  0.073
H -3.684 5.048 0.527  0.109
H -2.835 6.041 2.610  0.097
H -0.495 5.649 3.303  0.096
H 0.988 4.275 1.879  0.104
H 0.158 3.341 -0.223  0.096
H 3.689 0.256 -3.392  0.106
H 5.720 -1.010 -2.891  0.094
H 6.152 -1.819 -0.597  0.101
H 4.510 -1.379 1.199  0.102
S 0.111 -5.658 -0.199  0.008
As 1.424 -3.984 -0.414  -0.550
S 1.804 -3.064 1.534  0.104
S 0.620 -2.488 -1.791  0.087
S 3.218 -4.812 -1.208  0.030
N -5.588 -5.872 2.656  0.158
C -4.709 -5.235 2.287  -0.188
C -3.622 -4.448 1.838  -0.224
C -2.544 -4.185 2.683  0.005
C -1.488 -3.447 2.183  -0.176
N -1.459 -2.987 0.938  -0.069
C -2.499 -3.202 0.144  -0.167
C -3.607 -3.926 0.544  0.005
H -2.523 -4.563 3.693  0.119
H -0.617 -3.228 2.795  0.063
H -2.434 -2.788 -0.857  0.103
H -4.430 -4.096 -0.133  0.118

As for the LUMO energy (alpha / beta): 1.96 / 0.26 eV. The charge is -1. Its spin multiplicity is 5. Its expectation value of S² is 6.0447. As for the gap between HOMO and LUMO (alpha / beta): 0.2609 / 0.1943 hartree.

[2]
Density functional theory data (the ωB97M-V functional and the def2-TZVPD basis) for a single CCl3O2P molecule at a distorted geometry.

Each line ends with the Löwdin charge.
Geometry (Å):
C 1.609 0.081 0.451  -1.455
O -3.166 0.175 0.215  -0.378
O -1.069 -0.844 -0.835  -0.444
P -1.756 0.299 -0.294  0.511
Cl 2.541 1.156 -0.695  0.495
Cl 1.629 -1.599 0.020  0.612
Cl 0.212 0.732 1.137  0.659

As for the LUMO energy (alpha / beta): -2.00 / -2.74 eV. The charge is 0. Its spin multiplicity is 1. As for the gap between HOMO and LUMO (alpha / beta): 0.2995 / 0.2521 hartree.

[3]
Density functional theory data (the ωB97M-V functional and the def2-TZVPD basis) for C25H33O2V as an isolated structure at a distorted geometry.

Each line ends with the Löwdin charge.
Geometry (Å):
O -0.542 -0.479 -3.194  -0.100
C -0.524 0.704 -4.071  -0.162
C -0.193 -0.029 -5.348  -0.084
H 0.288 1.400 -3.837  0.092
H -1.499 1.196 -4.070  0.124
C -0.218 -1.253 -4.404  -0.564
H 0.776 0.267 -5.747  0.116
H -1.008 0.005 -6.066  0.105
C 1.121 -1.930 -4.255  -0.016
H 1.833 -1.242 -3.783  0.091
H 1.486 -2.224 -5.248  0.089
H 0.996 -2.832 -3.642  0.088
C -1.323 -2.192 -4.863  -0.028
H -2.282 -1.666 -4.937  0.088
H -1.419 -3.055 -4.197  0.083
H -1.060 -2.556 -5.867  0.089
V -0.585 -0.835 1.797  0.595
C -2.292 -1.251 3.205  -0.203
C -2.353 0.166 3.310  -0.186
C -2.610 0.709 2.030  -0.178
H -2.316 0.738 4.232  0.098
C -2.738 -0.371 1.093  -0.196
C -2.604 -1.597 1.834  -0.239
H -2.795 -2.596 1.440  0.101
H -2.189 -1.933 4.060  0.111
H -2.772 1.762 1.822  0.092
H -3.001 -0.269 0.037  0.093
C 0.600 -2.097 3.128  -0.202
C -0.198 -2.908 2.268  -0.218
C 0.239 -2.679 0.911  -0.184
H -0.946 -3.635 2.577  0.107
C 1.395 -1.831 0.971  -0.183
C 1.607 -1.470 2.322  -0.166
H 2.420 -0.836 2.685  0.114
H 0.523 -2.006 4.211  0.100
H -0.174 -3.133 0.010  0.099
H 2.048 -1.579 0.150  0.084
O 1.789 1.051 -2.188  -0.166
C 1.041 0.391 -1.126  -0.219
C -0.186 1.200 -0.813  -0.162
H 1.680 0.407 -0.224  0.111
H 0.864 -0.658 -1.399  0.104
C 0.351 2.615 -1.050  -0.154
H -0.525 0.995 0.214  0.068
H -0.993 0.980 -1.519  0.101
C 1.523 2.469 -2.024  -0.197
H 0.749 2.997 -0.115  0.079
H -0.380 3.336 -1.412  0.108
H 2.423 2.934 -1.584  0.116
H 1.284 2.944 -2.990  0.101
C 1.692 2.771 4.852  -0.155
C 1.120 1.622 5.389  -0.127
C 0.454 0.702 4.552  -0.167
C 0.451 0.879 3.174  -0.182
C 1.012 2.022 2.631  -0.134
C 1.618 2.984 3.473  -0.125
H 2.171 3.506 5.503  0.078
H 1.172 1.428 6.462  0.080
H -0.044 -0.140 5.029  0.073
H 1.014 2.207 1.555  0.046
H 2.032 3.894 3.047  0.075

As for the LUMO energy (alpha / beta): 2.53 / 2.52 eV. The charge is -1. Its spin multiplicity is 4. Its expectation value of S² is 3.7723. As for the gap between HOMO and LUMO (alpha / beta): 0.1464 / 0.2229 hartree.

[4]
Density functional theory data (the ωB97M-V functional and the def2-TZVPD basis) for C4H5NOS as an isolated structure at a distorted geometry.

Each line ends with the Löwdin charge.
Geometry (Å):
C 1.234 0.083 0.879  -0.088
C -0.987 -0.083 -0.182  -0.603
C -0.533 1.097 -0.517  -0.129
C 0.075 2.111 -0.855  0.155
H 0.627 0.485 1.970  0.171
H 2.066 -0.677 1.119  0.089
H 1.602 0.976 -0.032  0.142
H -0.602 -3.254 -0.766  0.041
H 0.570 3.064 -0.749  0.062
N -2.000 -0.627 -0.604  -0.219
O 0.145 -0.733 0.327  -0.180
S -2.199 -2.441 -0.589  0.559

As for the LUMO energy: -0.31 eV. The charge is 0. Its spin multiplicity is 1. As for the gap between HOMO and LUMO: 0.3152 hartree.

[5]
Density functional theory data (the ωB97M-V functional and the def2-TZVPD basis) for a 2-piece molecular cluster, C2H6FO2PS overall at a distorted geometry.

Each line ends with the Löwdin charge.
Geometry (Å):
C -0.297 0.397 2.366  -0.055
C 0.289 0.158 -1.778  -0.120
O 0.586 -0.683 1.949  -0.295
O 0.127 -0.304 -0.485  -0.324
F 2.304 2.229 0.157  -0.674
P 1.224 -0.862 0.502  0.466
S 2.257 -2.384 -0.028  0.423
H 0.060 0.556 3.354  0.083
H -1.370 0.052 2.529  0.118
H -0.407 1.266 1.771  0.081
H 0.303 1.258 -1.607  0.112
H -0.579 -0.161 -2.337  0.093
H 1.142 -0.187 -2.353  0.091

As for the LUMO energy (alpha / beta): -2.70 / -2.72 eV. The charge is 0. Its spin multiplicity is 1. As for the gap between HOMO and LUMO (alpha / beta): 0.2271 / 0.2232 hartree.

[6]
Density functional theory data (the ωB97M-V functional and the def2-TZVPD basis) for a 2-piece molecular cluster, C2H5N2O overall at a distorted geometry.

Each line ends with the Löwdin charge.
Geometry (Å):
C -1.298 -0.100 -0.794  -0.279
C -0.169 0.544 -0.282  0.074
N 1.149 -1.500 -0.059  0.196
N 0.287 1.483 0.424  0.252
O -2.129 -0.357 0.007  0.165
H -1.388 -0.450 -1.934  0.195
H 0.496 -2.006 0.505  0.017
H 1.924 -1.271 0.508  -0.002
H -0.092 2.392 0.692  0.177
H 1.219 1.265 0.933  0.205

As for the LUMO energy (alpha / beta): -7.19 / -6.05 eV. The charge is +1. Its spin multiplicity is 1. As for the gap between HOMO and LUMO (alpha / beta): 0.3158 / 0.3431 hartree.